Entry 1:
This record from the OMol25 dataset describes a structure of composition C23H47AgO41S10 at a distorted geometry. The level of theory is ωB97M-V with the def2-TZVPD basis set.

Last column: Löwdin charge in e.
Element x y z (Å)
Ag1 -17.64 -14.23 5.73  0.78
C1 -18.11 -9.92 5.67  -0.06
C2 -18.23 -10.90 6.87  -0.57
C3 -19.17 -10.12 7.91  -0.09
O1 -18.58 -12.21 6.52  -0.37
H1 -17.37 -10.25 4.94  0.05
H2 -17.77 -8.98 6.09  0.07
H3 -19.06 -9.68 5.19  0.06
H4 -17.38 -10.92 7.56  0.09
H5 -20.22 -9.91 7.67  0.04
H6 -18.93 -9.11 8.25  0.06
H7 -19.34 -10.71 8.81  0.05
C4 -21.16 -13.49 3.61  -0.22
C5 -20.20 -13.83 2.50  -0.17
O2 -19.90 -15.17 2.60  -0.18
S1 -20.40 -15.79 4.03  0.76
O3 -19.34 -15.77 5.05  -0.30
O4 -21.10 -17.07 3.87  -0.21
O5 -21.50 -14.61 4.27  -0.17
H8 -21.99 -12.95 3.15  0.13
H9 -20.75 -12.88 4.42  0.12
H10 -19.17 -13.51 2.66  0.13
H11 -20.58 -13.59 1.50  0.15
C6 -12.56 -13.86 8.41  -0.24
C7 -13.90 -14.11 9.13  -0.15
O6 -14.90 -13.55 8.32  -0.23
S2 -14.33 -12.60 7.17  0.77
O7 -14.08 -11.21 7.63  -0.25
O8 -15.09 -12.73 5.89  -0.28
O9 -12.96 -13.59 7.18  -0.19
H12 -11.95 -14.77 8.40  0.14
H13 -12.01 -13.01 8.81  0.13
H14 -13.98 -13.61 10.10  0.11
H15 -14.26 -15.13 9.27  0.12
C8 -13.74 -20.09 6.99  -0.12
C9 -14.01 -19.43 8.33  -0.19
O10 -14.85 -18.35 8.08  -0.25
S3 -14.65 -17.63 6.58  0.78
O11 -13.98 -16.35 6.53  -0.22
O12 -15.88 -17.88 5.78  -0.26
O13 -13.57 -18.91 6.11  -0.22
H16 -14.57 -20.67 6.59  0.12
H17 -12.85 -20.71 7.12  0.13
H18 -13.15 -18.84 8.64  0.13
H19 -14.48 -20.04 9.10  0.15
C10 -22.37 -11.48 6.40  -0.16
C11 -22.28 -10.47 5.23  -0.17
O14 -23.47 -10.67 4.45  -0.20
S4 -24.36 -12.06 4.88  0.70
O15 -24.48 -12.94 3.76  -0.22
O16 -25.50 -11.64 5.69  -0.24
O17 -23.25 -12.53 5.93  -0.23
H20 -22.76 -10.90 7.24  0.12
H21 -21.40 -11.85 6.73  0.10
H22 -21.34 -10.70 4.74  0.10
H23 -22.26 -9.42 5.53  0.13
C12 -17.00 -16.95 11.32  -0.19
C13 -18.48 -16.59 11.21  -0.17
O18 -18.66 -16.07 9.92  -0.20
S5 -17.42 -16.51 8.96  0.71
O19 -17.11 -15.62 7.86  -0.26
O20 -17.63 -17.93 8.59  -0.24
O21 -16.31 -16.52 10.19  -0.19
H24 -16.84 -18.02 11.48  0.14
H25 -16.49 -16.37 12.08  0.11
H26 -18.83 -15.81 11.88  0.12
H27 -19.12 -17.44 11.45  0.14
C14 -15.97 -17.26 1.24  -0.21
C15 -16.30 -15.88 0.81  -0.20
O22 -15.26 -15.17 1.40  -0.19
S6 -14.98 -15.75 2.93  0.76
O23 -15.76 -14.88 3.84  -0.31
O24 -13.63 -16.10 3.33  -0.21
O25 -15.92 -17.12 2.63  -0.20
H28 -15.02 -17.66 0.88  0.14
H29 -16.78 -17.97 1.04  0.14
H30 -17.27 -15.52 1.15  0.14
H31 -16.26 -15.85 -0.28  0.15
C16 -19.57 -19.15 5.18  -0.16
C17 -18.55 -19.49 4.00  -0.16
O26 -18.41 -20.88 4.09  -0.21
S7 -18.55 -21.47 5.64  0.72
O27 -17.24 -21.59 6.28  -0.27
O28 -19.41 -22.65 5.61  -0.25
O29 -19.22 -20.10 6.19  -0.22
H32 -20.60 -19.35 4.88  0.11
H33 -19.40 -18.19 5.68  0.10
H34 -17.55 -19.07 4.14  0.11
H35 -19.07 -19.22 3.09  0.13
C18 -21.09 -15.06 7.49  -0.13
C19 -21.97 -15.33 8.69  -0.18
O30 -22.36 -16.71 8.67  -0.19
S8 -21.24 -17.65 7.83  0.75
O31 -21.86 -18.24 6.65  -0.23
O32 -20.45 -18.47 8.75  -0.24
O33 -20.31 -16.31 7.49  -0.27
H36 -20.37 -14.26 7.68  0.13
H37 -21.72 -14.87 6.63  0.11
H38 -22.80 -14.63 8.59  0.13
H39 -21.44 -15.24 9.64  0.12
C20 -17.89 -12.75 12.01  -0.23
C21 -16.80 -12.04 11.12  -0.10
O34 -15.55 -12.01 11.88  -0.21
S9 -15.55 -13.17 13.02  0.76
O35 -14.85 -12.82 14.22  -0.20
O36 -15.11 -14.39 12.32  -0.26
O37 -17.29 -13.10 13.17  -0.19
H40 -18.28 -13.63 11.50  0.10
H41 -18.73 -12.08 12.19  0.13
H42 -17.18 -11.06 10.83  0.13
H43 -16.60 -12.55 10.18  0.11
C22 -14.13 -11.82 2.66  -0.21
C23 -14.83 -10.60 3.18  -0.19
O38 -15.40 -10.09 2.01  -0.19
S10 -15.91 -11.22 0.98  0.75
O39 -15.36 -11.06 -0.38  -0.25
O40 -17.36 -11.36 1.17  -0.26
O41 -15.07 -12.38 1.82  -0.20
H44 -13.80 -12.50 3.45  0.13
H45 -13.18 -11.52 2.21  0.14
H46 -14.11 -9.88 3.57  0.14
H47 -15.48 -10.75 4.03  0.11

---

Entry 2:
This record from the OMol25 dataset describes the ion C23H47BBr2F3IN3O3P2S with charge +1 at a distorted geometry. The level of theory is ωB97M-V with the def2-TZVPD basis set.

Its net charge is +1. The SMILES is COCCCCCCCC[C@@]1(S)[NH2+][C@@](CCCI)(P(N)O)[C@H](CC[C@@](F)(Br)C(F)(F)Br)[C@H](P(C)C)[C@@H]1B(N)O.

Last column: Löwdin charge in e.
Element x y z (Å)
C1 3.22 -5.10 -0.98  -0.09
O1 3.59 -3.89 -1.61  -0.17
C2 3.46 -2.82 -0.70  -0.26
C3 3.93 -1.51 -1.31  -0.18
C4 3.44 -1.28 -2.74  -0.19
C5 3.91 0.09 -3.28  -0.17
C6 2.75 1.13 -3.36  -0.19
C7 3.01 2.44 -2.59  -0.19
C8 1.80 2.85 -1.74  -0.20
C9 1.73 1.84 -0.58  -0.19
C10 0.45 1.91 0.32  -0.62
S1 0.49 3.57 1.10  0.93
N1 -0.69 1.83 -0.65  0.09
C11 -2.02 1.27 -0.15  -0.43
C12 -2.72 2.33 0.70  -0.19
C13 -4.15 2.06 1.21  -0.29
C14 -5.28 2.39 0.21  -0.61
I1 -6.60 0.70 -0.08  0.76
P1 -3.01 0.87 -1.70  0.92
N2 -2.00 -0.21 -2.61  -0.14
O2 -3.03 2.29 -2.55  -0.28
C15 -1.70 -0.08 0.51  -0.30
C16 -2.91 -1.02 0.76  -0.16
C17 -2.79 -2.34 0.00  -0.18
C18 -1.91 -3.38 0.71  -0.77
F1 -1.58 -3.07 1.98  0.01
Br1 -2.99 -5.04 0.87  0.79
C19 -0.64 -3.74 -0.11  -0.95
F2 -0.05 -2.62 -0.56  0.03
F3 0.20 -4.46 0.58  0.08
Br2 -1.06 -4.77 -1.74  0.79
C20 -0.77 0.03 1.76  -0.35
P2 -1.61 0.60 3.29  0.96
C21 -1.10 2.19 4.06  -0.27
C22 -1.77 -0.72 4.57  -0.26
C23 0.57 0.71 1.27  -0.17
B1 1.70 0.85 2.40  -0.64
N3 2.61 -0.28 2.64  0.17
O3 1.85 1.94 3.18  0.13
H1 3.75 -5.24 -0.03  0.09
H2 2.15 -5.07 -0.79  0.06
H3 3.46 -5.94 -1.62  0.09
H4 2.43 -2.78 -0.31  0.10
H5 4.11 -3.03 0.16  0.12
H6 5.02 -1.51 -1.28  0.12
H7 3.58 -0.68 -0.69  0.10
H8 3.93 -2.04 -3.35  0.11
H9 2.37 -1.45 -2.85  0.11
H10 4.34 -0.03 -4.27  0.11
H11 4.67 0.48 -2.60  0.10
H12 2.57 1.32 -4.42  0.11
H13 1.86 0.63 -3.00  0.08
H14 3.90 2.36 -1.97  0.11
H15 3.22 3.23 -3.31  0.11
H16 1.98 3.85 -1.37  0.10
H17 0.94 2.79 -2.42  0.11
H18 1.80 0.84 -1.02  0.10
H19 2.61 2.06 0.02  0.13
H20 0.18 4.37 0.05  -0.09
H21 -0.39 1.23 -1.43  0.14
H22 -0.90 2.75 -1.07  0.14
H23 -2.14 2.64 1.55  0.05
H24 -2.79 3.24 0.08  0.12
H25 -4.30 2.77 2.02  0.11
H26 -4.29 1.09 1.66  0.05
H27 -4.89 2.69 -0.75  0.00
H28 -5.92 3.17 0.60  0.04
H29 -1.47 0.34 -3.29  0.05
H30 -2.63 -0.79 -3.15  0.05
H31 -3.75 2.23 -3.20  0.07
H32 -1.08 -0.61 -0.22  0.11
H33 -2.99 -1.19 1.83  0.10
H34 -3.86 -0.60 0.47  0.03
H35 -2.43 -2.20 -1.02  0.08
H36 -3.79 -2.73 -0.07  0.09
H37 -0.48 -1.00 1.92  0.10
H38 -0.20 2.06 4.66  0.03
H39 -1.88 2.44 4.77  0.04
H40 -1.01 3.03 3.38  0.00
H41 -1.62 -0.24 5.54  0.04
H42 -0.98 -1.47 4.47  0.04
H43 -2.76 -1.15 4.58  0.03
H44 0.98 -0.06 0.61  0.12
H45 3.44 -0.25 2.05  0.08
H46 2.12 -1.16 2.48  0.07
H47 2.76 2.06 3.48  0.13

---

Entry 3:
This record from the OMol25 dataset describes a structure of composition C23H47BiF5N7OSSi4Te2 at a distorted geometry. The level of theory is ωB97M-V with the def2-TZVPD basis set.

Last column: Löwdin charge in e.
Element x y z (Å)
Bi1 0.04 4.09 -0.45  1.74
N1 2.04 2.47 3.96  0.10
C1 1.35 3.02 2.97  -0.89
S1 0.29 2.21 1.86  0.49
N2 1.53 4.33 2.87  -0.08
N3 1.64 4.82 1.59  -0.09
C2 2.21 5.98 1.57  -0.13
C3 2.51 6.56 0.34  -0.32
C4 3.58 7.45 0.34  -0.02
C5 3.84 8.06 -0.88  -0.05
C6 3.20 7.66 -2.08  -0.07
C7 2.20 6.76 -1.97  -0.11
N4 1.78 6.27 -0.76  0.06
H1 2.00 1.50 4.06  0.06
H2 2.68 3.14 4.37  0.11
H3 2.54 6.40 2.55  0.14
H4 4.25 7.58 1.20  0.12
H5 4.66 8.78 -1.01  0.10
H6 3.52 8.11 -3.03  0.11
H7 1.70 6.29 -2.88  0.14
C8 -3.50 -2.76 -4.17  -0.26
Si1 -3.28 -1.11 -3.24  0.13
C9 -4.89 -0.88 -2.25  -0.22
C10 -3.12 0.24 -4.52  -0.25
Si2 -1.05 -2.02 0.44  0.40
Te1 -1.15 -1.20 -2.00  0.79
Si3 -2.69 -0.72 1.73  0.44
C11 -1.88 -0.72 3.43  -0.26
C12 -2.98 1.11 1.29  -0.22
C13 -4.38 -1.61 2.15  -0.19
Si4 -1.49 -4.24 0.59  0.37
C14 -0.22 -5.29 -0.30  -0.21
C15 -3.21 -4.28 -0.30  -0.20
C16 -1.75 -4.89 2.41  -0.21
H8 -4.60 -2.97 -4.30  0.04
H9 -2.93 -3.64 -3.67  0.04
H10 -3.13 -2.72 -5.20  0.01
H11 -5.02 -1.70 -1.61  -0.03
H12 -5.83 -1.04 -2.89  0.07
H13 -4.86 0.09 -1.75  0.03
H14 -3.96 0.18 -5.23  0.04
H15 -2.27 0.22 -5.23  0.04
H16 -3.11 1.21 -3.91  0.06
H17 -0.99 -0.04 3.48  0.00
H18 -1.54 -1.69 3.78  0.00
H19 -2.59 -0.24 4.16  0.06
H20 -2.54 1.46 0.35  0.01
H21 -2.58 1.73 2.09  0.00
H22 -4.10 1.20 1.23  0.04
H23 -4.11 -2.54 2.63  0.01
H24 -4.96 -1.83 1.26  0.00
H25 -5.02 -0.93 2.74  0.05
H26 0.07 -6.30 0.18  0.07
H27 0.60 -4.57 -0.18  -0.02
H28 -0.38 -5.35 -1.39  0.04
H29 -4.07 -4.55 0.29  0.02
H30 -3.07 -4.99 -1.12  0.03
H31 -3.50 -3.29 -0.73  -0.01
H32 -2.13 -4.02 2.96  -0.01
H33 -0.85 -5.20 2.87  0.00
H34 -2.61 -5.69 2.49  0.08
C17 2.50 -2.79 2.75  -0.12
C18 1.09 -2.25 2.52  -0.22
N5 0.90 -1.53 1.31  -0.05
C19 1.89 -1.74 0.29  -0.34
N6 1.46 -1.94 -0.91  -0.04
C20 2.26 -2.14 -2.08  -0.23
C21 3.73 -2.32 -1.71  -0.14
C22 4.21 -1.66 -0.40  -0.10
N7 3.21 -1.84 0.68  -0.06
C23 3.61 -1.98 2.06  -0.16
H35 2.58 -3.88 2.42  0.14
H36 2.70 -2.72 3.83  0.12
H37 0.87 -1.55 3.38  0.14
H38 0.41 -3.05 2.63  0.07
H39 0.62 -0.49 1.45  0.10
H40 2.05 -1.32 -2.75  0.09
H41 1.91 -3.05 -2.59  0.12
H42 4.36 -2.00 -2.53  0.12
H43 3.91 -3.37 -1.52  0.11
H44 4.31 -0.58 -0.46  0.13
H45 5.11 -2.21 -0.08  0.12
H46 3.77 -0.99 2.44  0.12
H47 4.61 -2.42 2.17  0.13
F1 0.38 1.50 -1.19  -0.75
Te2 1.09 2.29 -2.96  1.81
F2 -0.69 3.64 -2.65  -0.67
F3 -1.22 5.83 -0.62  -0.66
F4 2.79 1.56 -2.50  -0.52
F5 2.00 3.34 -4.34  -0.56
O1 1.67 3.75 -1.78  -0.84

---

HOMO level, record by record: -8.008 -9.863 -7.141 eV
Energy, record by record: -8117.74170 -8145.44132 -4169.31382 Ha